176
Properties=species:S:1:pos:R:3:forces:R:3:mulliken_spin:R:1 method="wB97M-V/def2-TZVPD" lumo_ev="1.82 / 1.80" spin_multiplicity=2 total_energy_ev=-96847.1489 s_squared=0.750 homo_lumo_gap_ev="1.50 / 8.26" fmax_ha_per_bohr=0.0531 homo_ev="0.31 / -6.45" total_charge=-1
O -1.98001 -3.75311 -0.82331 -0.2 -0.5 0.0 0.006
O -0.47842 -1.12589 -6.01711 -0.7 -0.6 -0.3 0.000
O 0.25388 5.29921 3.47644 -0.6 -1.1 -0.5 -0.069
O -4.51279 1.35111 2.24927 -1.2 0.2 -0.5 0.000
O 2.43902 -2.01174 -3.98263 -0.5 0.5 -1.1 -0.028
O 0.08229 0.97854 1.75167 -1.2 -0.2 0.2 0.151
O -5.42977 2.78027 -2.14649 0.5 -0.8 0.0 0.000
O 1.94082 0.23115 5.98789 1.1 -0.8 -1.1 -0.234
O 1.26287 -0.21647 -0.69546 0.9 -0.8 -1.4 0.344
O -0.69801 2.59768 9.56450 0.0 0.2 0.2 -0.003
O -5.13982 0.11059 -3.28137 -1.3 0.1 0.9 0.000
O -4.02111 -1.24528 1.40682 0.4 -0.2 0.5 -0.001
O 5.52268 -1.29561 0.82905 -0.1 1.2 0.4 -0.518
O -0.47304 -5.18499 1.25594 0.7 0.4 0.3 -0.077
O 2.86528 1.23231 1.42666 0.2 -1.5 -0.2 -3.859
O 5.63676 4.78851 -4.55441 -0.4 -0.3 -1.0 -0.020
O -6.13471 -3.20859 2.56022 0.3 -0.3 -0.5 0.000
O 1.94029 5.78732 1.10219 -1.3 -0.2 0.3 -0.208
O -0.91666 -4.32602 -5.28207 -0.3 -0.5 0.0 0.000
O 2.78877 -3.67602 -1.96996 0.2 -0.4 1.0 -0.157
O 3.01097 3.07188 -3.04449 -0.2 0.8 0.6 -0.075
O 0.60127 -3.57763 4.39326 0.5 -1.0 -0.8 -0.049
O -1.89750 -3.18659 2.43198 -1.0 0.5 -1.8 0.032
O -4.26971 1.78838 5.32805 -0.4 -0.5 -0.1 -0.001
N 1.62145 -5.43292 -3.88325 -0.5 -0.6 -0.3 -0.009
N 0.61798 2.71307 6.73523 -0.6 0.9 2.2 -0.043
N 3.71613 2.97591 -5.52817 0.3 -1.4 -0.8 0.000
C -0.56538 -3.80990 -0.81581 0.1 -0.9 0.2 -0.011
C -0.11389 -2.47352 3.86740 -0.5 0.5 1.6 -0.062
C -3.29130 1.45879 4.36324 0.9 1.1 0.1 0.014
C 1.87197 1.41823 5.14480 -1.2 -0.5 0.7 0.670
C 5.16160 2.66986 -5.50717 -0.8 1.3 -0.4 0.000
C -6.35593 -2.13250 1.63501 0.4 0.3 1.4 0.002
C -2.33243 -4.21902 -5.37837 0.0 -0.6 -0.1 0.000
C -3.42520 2.27967 -0.71371 -1.0 1.0 0.3 -0.013
C 1.05904 -2.06626 -4.31847 -0.2 0.0 0.0 0.016
C 0.19714 4.47139 2.27721 1.2 1.9 -0.6 -0.057
C 5.84874 3.99843 -5.75430 0.4 0.2 1.6 0.007
C 3.68701 0.08700 1.71097 1.1 -0.5 -0.9 -0.075
C -0.44211 -5.69444 -5.23551 0.6 0.5 -0.1 0.000
C -0.92421 2.95204 10.89315 0.1 -0.4 0.5 0.000
C 2.86741 3.20738 -1.61417 0.1 -0.7 -1.0 -0.260
C -3.21667 -1.33325 -2.85635 0.2 0.8 -0.3 0.000
C -3.68397 -0.11511 -5.08390 0.3 0.8 0.2 0.000
C -4.98254 2.53064 -0.79402 -0.4 1.4 -1.0 0.001
C 5.74447 6.16848 -4.79426 0.1 -0.3 0.5 0.024
C -3.78824 -0.06505 -3.53551 1.4 -1.0 -1.1 0.000
C -5.13056 -1.75951 0.75834 -2.7 0.0 0.2 0.001
C -1.62313 -2.76422 3.71969 1.2 -0.4 0.4 0.049
C 3.05788 1.74252 -3.48939 -0.3 -0.4 -1.3 -0.009
C 0.50149 2.04569 5.49858 0.9 0.2 -1.0 -0.105
C 3.24647 -3.28157 -0.65819 -0.4 0.1 0.3 0.140
C -0.02614 -5.11353 -0.09279 -1.7 1.7 -1.1 -0.020
C 0.82439 -1.51805 -5.74174 2.1 0.7 1.4 -0.002
C -3.52173 2.01085 2.96134 0.4 -0.7 0.8 0.006
C 4.92528 0.03178 0.74249 -1.8 -1.0 -0.1 0.457
C 1.07581 -5.63730 -5.24473 0.5 -0.1 1.2 0.002
C 0.51865 5.43475 1.11557 0.3 -0.2 -0.5 0.199
C -5.56358 3.78114 -0.11191 1.4 -1.0 1.6 -0.002
C 2.96154 1.79976 -5.07220 0.2 1.2 1.6 0.004
C 3.41082 -4.91805 -2.34511 0.8 0.8 -0.2 0.126
C -0.53511 3.77001 8.76869 0.1 -2.0 -1.8 0.003
C 3.06224 -5.27964 -3.78496 -0.9 0.2 0.5 -0.006
C -0.46659 0.01441 0.89081 -1.0 0.2 -2.0 -0.197
C -0.65580 3.21915 7.27860 0.9 1.5 1.0 -0.002
C -0.03888 0.27596 -0.59402 0.1 -0.3 2.4 0.013
C 3.00548 -0.67359 5.59552 -0.3 0.0 0.7 0.269
H -2.36926 1.95067 4.67307 0.2 0.1 0.3 -0.008
H -0.26443 -3.93983 -1.85535 0.1 0.2 -0.1 0.000
H -0.77806 -6.24697 -4.35805 -0.2 0.3 0.4 0.001
H -5.50408 1.67415 -0.36681 0.0 -0.2 -0.2 0.000
H -1.32189 4.49421 8.97987 -0.2 0.1 0.0 0.000
H -2.91274 2.97107 -0.04479 -0.2 0.4 0.1 0.009
H -5.57426 -0.89265 0.26864 0.3 -0.1 -0.9 0.000
H -0.69831 -0.21303 -1.31106 0.2 -0.2 0.0 0.010
H 1.34627 -2.19985 -6.41322 -0.6 -0.4 -0.6 0.000
H 3.65674 2.61797 -1.14763 -0.2 -0.1 0.4 0.240
H 3.19630 -5.68493 -1.60081 -0.4 -0.2 -0.1 0.015
H 1.41018 -0.60291 -5.82822 0.1 0.1 0.2 -0.001
H -5.54636 -0.68885 -3.62374 -0.5 0.0 0.1 0.000
H -2.68074 -0.15386 -5.50831 0.1 -0.6 0.2 0.000
H -0.23700 -2.82636 -0.47978 0.8 -0.2 0.4 0.027
H -4.84238 1.01790 5.32675 -0.4 0.2 0.3 -0.001
H 5.46308 6.66415 -3.86516 0.1 0.1 -0.1 -0.002
H 0.29335 5.00415 0.13991 -0.1 -0.5 -0.1 -0.012
H 5.56803 0.89980 0.88918 0.4 -0.3 0.4 0.004
H 0.28836 -2.17473 2.89940 0.2 -0.3 0.0 -0.005
H 1.05413 -5.14772 -0.23400 -0.1 -0.3 0.2 0.025
H -3.04159 2.50639 -1.70847 0.2 -0.5 0.0 0.001
H -4.35756 -0.88920 -5.45157 0.3 -0.5 -0.1 0.000
H 4.00019 -0.22970 5.63557 -0.1 0.6 -0.6 -0.114
H 1.03100 1.00495 1.60726 0.7 0.2 0.1 0.231
H -7.01039 -3.53150 2.78497 0.1 -0.2 0.2 0.000
H 1.82736 0.16260 -0.01777 0.1 0.5 0.1 0.115
H -3.24954 0.76648 -3.08114 -0.1 0.2 -0.4 0.000
H 0.19840 2.79265 4.76489 0.1 0.0 -0.4 -0.135
H 0.46373 -1.52892 -3.58025 -0.1 0.6 0.0 0.000
H 1.88042 1.24782 4.06823 0.2 -0.7 0.0 -0.099
H -2.82267 -4.45400 -4.43363 0.0 -0.5 0.1 0.000
H 1.50323 -6.58043 -5.58521 -0.2 -0.3 0.0 0.002
H -3.80834 3.06086 3.02001 0.1 0.0 0.1 0.000
H 6.13191 -1.32740 0.08782 0.2 -0.2 0.0 0.020
H 5.42825 4.46228 -6.64657 -0.3 0.2 0.1 0.001
H 3.38793 -4.47792 -4.44774 0.5 0.1 -0.1 -0.002
H -1.01239 2.06671 11.52285 -0.2 -0.2 -0.3 0.000
H -1.47916 2.50491 7.28402 -0.1 -0.3 0.0 0.001
H 2.73449 2.03558 5.39588 -0.2 0.4 0.0 0.169
H 2.96411 4.23673 -1.26894 0.0 0.0 -0.5 0.128
H 4.48455 -4.74142 -2.28179 0.3 -0.1 -0.1 0.001
H -5.40734 1.94057 -2.61124 0.0 -0.3 -0.4 0.000
H 5.07870 6.49635 -5.59261 0.0 0.1 -0.2 0.002
H 3.14693 -1.49832 6.29402 -0.8 0.1 0.7 0.007
H -2.23824 -1.50104 -3.30649 0.1 -0.2 0.1 0.000
H -4.09341 0.78412 -5.54416 -0.2 0.3 0.4 0.000
H 1.87298 2.82083 -1.39102 0.0 -0.1 0.6 -0.001
H -3.15463 1.31422 -0.28618 -0.2 -0.3 -0.6 -0.001
H 3.30286 0.87596 -5.53932 0.0 0.0 0.0 -0.005
H -0.96569 4.07852 6.68399 0.0 0.0 -0.4 0.006
H -2.71682 -3.22969 -5.62651 0.8 0.4 -0.1 0.000
H 3.07411 -0.80452 1.57814 0.0 -0.1 -0.2 0.282
H -7.26841 -2.34461 1.07780 0.3 0.0 -0.7 0.000
H 0.51884 -3.64460 5.34737 -0.2 0.3 0.0 0.014
H -2.54273 1.89608 2.49607 0.2 0.3 -0.4 0.000
H -0.74891 3.94254 2.16145 -0.2 0.4 0.2 -0.028
H -6.60778 -1.29004 2.27917 0.1 0.6 -0.2 0.000
H -1.55316 0.01993 0.80464 -0.4 0.7 1.0 -0.023
H -2.22377 -1.88217 3.94172 -0.1 -0.1 0.1 0.009
H 2.95143 -4.02262 0.08471 0.3 -0.5 0.0 0.028
H 4.52131 0.09623 -0.26783 -0.1 0.3 -0.2 0.484
H -1.20343 -3.79197 2.16110 0.2 -0.5 -0.3 0.009
H -1.00549 -1.92810 -6.03313 -0.3 -0.1 0.0 0.000
H -2.23907 -3.93630 0.08274 -0.4 0.2 0.3 0.002
H -1.85288 3.51916 10.95681 0.0 0.3 0.3 0.000
H 0.07381 -1.66659 4.57573 -0.3 0.5 -0.2 0.037
H -0.26447 -1.01001 1.20356 0.5 -0.2 -0.2 0.060
H 1.42616 -4.92537 -5.99206 -0.1 0.6 0.0 0.000
H 6.78132 6.40589 -5.03233 0.2 0.4 -0.2 -0.002
H -2.64060 -4.86145 -6.20324 -0.5 -0.3 0.1 0.000
H 0.01309 -5.90699 1.66090 -0.1 0.0 0.4 0.024
H -0.75632 -6.32227 -6.06930 -0.4 0.5 -0.5 -0.001
H -4.27427 0.43625 2.08276 0.3 -0.4 -0.1 -0.002
H -0.62453 -5.89427 -0.56233 0.8 -0.4 -0.7 -0.011
H -4.95099 -2.60081 0.08896 0.5 0.2 -0.2 0.001
H 4.05778 0.03471 2.73464 -0.1 0.5 0.2 0.938
H -0.07315 6.34952 1.14790 -0.1 0.0 0.4 0.036
H 1.18215 -4.68898 -3.36011 -0.2 0.1 -0.3 0.002
H -3.58354 -1.94584 1.89605 0.5 -0.4 0.1 0.001
H 5.41560 2.02727 -6.35018 -0.1 -0.4 0.1 -0.004
H 1.03418 2.08096 7.40404 0.0 -0.1 0.2 -0.002
H 1.91081 1.98857 -5.29224 -0.1 -0.2 -0.2 0.000
H -3.06785 -1.16028 -1.79050 -0.1 -0.1 0.1 0.000
H 2.20426 1.14347 -3.17225 -0.1 0.0 0.5 -0.019
H -3.06675 0.39346 4.41566 -0.1 -0.2 -0.5 0.005
H -1.87248 -3.64739 4.30785 -0.1 0.5 1.1 0.008
H 0.70878 -3.09526 -4.23736 -0.1 0.0 -0.3 0.000
H -0.28931 1.29559 5.50765 0.0 -0.6 -0.2 -0.001
H 2.51844 -2.59394 -3.22346 0.5 -0.1 0.5 0.006
H 3.52845 3.65683 -4.80620 0.3 0.4 0.0 0.001
H -0.07579 3.49390 11.31109 0.0 0.5 0.0 0.000
H 3.53586 -6.22184 -4.06071 0.2 0.0 0.0 -0.006
H 4.31704 -3.08491 -0.60066 0.1 -0.3 -0.3 0.031
H 1.93454 6.72859 0.91359 0.4 0.0 0.1 0.058
H -3.81589 -2.23596 -2.97530 -0.2 0.0 -0.2 0.000
H 0.44389 4.19653 8.98717 0.1 0.3 -0.2 -0.002
H -4.91839 4.65900 -0.14664 0.0 0.0 -0.3 0.001
H 2.79536 -1.21996 4.67604 0.0 0.6 -0.5 0.022
H 3.97415 1.27284 -3.13168 0.1 -0.2 0.0 0.039
H -0.07143 1.35443 -0.74878 -0.2 0.2 -0.1 0.009
H 0.98305 3.72160 2.18626 0.1 -0.2 0.7 0.150
H 5.43031 2.23505 -4.54444 0.5 -0.1 0.0 0.012
H 6.93007 3.94190 -5.87936 0.2 -0.3 -0.2 0.002
H 1.10031 5.18650 3.91513 0.2 -0.2 -0.1 0.008
H 3.23283 1.92482 1.98068 0.3 1.4 0.6 1.816
H 2.77139 -2.38579 -0.25824 -0.3 0.3 -0.9 0.010
H -5.51539 3.40231 0.90900 -0.5 0.8 0.6 0.001
H -6.58239 4.03841 -0.40163 0.2 -0.3 -0.1 0.000